[1]
A molecular structure, C29H55N2O4PSi2. Source: the OMol25 dataset; level of theory: the ωB97M-V functional and the def2-TZVPD basis.

Positions of all 93 atoms, in Å:
C: 6.961 -0.236 1.508
C: 5.915 0.894 1.442
Si: 4.651 0.584 0.123
O: 3.750 1.921 -0.213
Si: 2.279 1.937 -0.994
C: 1.609 3.676 -0.958
C: 0.276 3.826 -0.190
C: -0.894 4.396 -1.014
C: -2.214 3.645 -0.801
C: -2.431 2.486 -1.780
C: -1.223 1.554 -1.949
C: -1.539 0.184 -2.577
C: -0.884 -0.966 -1.810
C: -1.489 -1.198 -0.418
C: -1.552 -2.670 0.000
C: -2.663 -2.944 1.007
O: -3.966 -2.676 0.522
C: -4.301 -3.403 -0.636
C: 2.421 1.277 -2.736
C: 2.394 -0.252 -2.953
C: 3.277 -0.746 -4.104
C: 3.478 -2.276 -4.159
O: 4.829 -2.688 -4.062
C: 5.303 -2.850 -2.741
P: 3.337 -1.086 0.960
O: 4.169 -2.143 1.611
H: 6.621 -1.039 2.162
H: 7.150 -0.687 0.529
H: 7.917 0.138 1.880
H: 5.415 0.997 2.410
H: 6.383 1.857 1.214
H: 5.318 0.126 -1.116
H: 1.378 1.018 -0.236
H: 2.387 4.314 -0.527
H: 1.484 4.010 -1.994
H: 0.439 4.464 0.683
H: -0.030 2.857 0.213
H: -0.647 4.378 -2.083
H: -1.032 5.449 -0.754
H: -2.258 3.288 0.236
H: -3.042 4.352 -0.910
H: -3.302 1.897 -1.473
H: -2.675 2.916 -2.759
H: -0.759 1.388 -0.973
H: -0.474 2.066 -2.566
H: -1.205 0.156 -3.619
H: -2.625 0.032 -2.585
H: 0.186 -0.733 -1.704
H: -0.943 -1.887 -2.399
H: -2.504 -0.783 -0.385
H: -0.901 -0.656 0.331
H: -0.615 -2.974 0.482
H: -1.660 -3.310 -0.882
H: -2.530 -2.265 1.857
H: -2.595 -3.969 1.397
H: -5.388 -3.493 -0.662
H: -3.967 -2.896 -1.551
H: -3.869 -4.412 -0.618
H: 3.300 1.732 -3.212
H: 1.556 1.720 -3.249
H: 1.355 -0.521 -3.178
H: 2.645 -0.811 -2.041
H: 4.259 -0.263 -4.064
H: 2.813 -0.433 -5.046
H: 2.879 -2.769 -3.377
H: 3.128 -2.665 -5.117
H: 5.342 -3.914 -2.481
H: 4.674 -2.340 -2.010
H: 6.311 -2.433 -2.676
H: 2.437 -0.405 1.817
H: 2.434 -1.553 -0.022
N: -2.369 -5.899 3.370
C: -2.040 -5.152 4.420
C: -2.452 -5.427 5.716
C: -3.251 -6.538 5.933
C: -3.602 -7.324 4.848
C: -3.137 -6.963 3.592
H: -1.415 -4.290 4.215
H: -2.151 -4.784 6.531
H: -3.594 -6.786 6.929
H: -4.225 -8.200 4.967
H: -3.392 -7.557 2.721
N: -2.984 6.748 1.282
C: -4.234 6.526 0.882
C: -5.204 5.940 1.681
C: -4.859 5.561 2.968
C: -3.561 5.786 3.399
C: -2.666 6.381 2.521
H: -4.467 6.829 -0.133
H: -6.203 5.783 1.298
H: -5.586 5.099 3.622
H: -3.243 5.507 4.394
H: -1.643 6.571 2.827

E_HOMO   -9.356 eV
F_max   0.4 eV/A
Charge   0
LUMO   0.67 eV

[2]
A molecular structure, C29H55N6SbTi at a distorted geometry. Source: the OMol25 dataset; level of theory: the ωB97M-V functional and the def2-TZVPD basis.

Positions of all 92 atoms, in Å:
Ti: -0.003 -1.099 -0.842
C: 2.084 -2.496 -2.513
C: 2.610 -2.740 -1.107
N: 1.966 -1.789 -0.150
C: 1.677 -2.436 1.154
C: 0.409 -3.240 1.014
C: 0.166 -4.423 1.676
C: -1.047 -5.073 1.462
C: -1.967 -4.528 0.575
C: -1.667 -3.336 -0.056
C: -2.622 -2.620 -0.979
N: -1.894 -1.717 -1.911
C: -1.624 -2.359 -3.239
C: -0.156 -2.208 -3.622
N: 0.615 -2.545 -2.412
N: -0.507 -2.692 0.182
H: 2.478 -3.246 -3.203
H: 2.380 -1.512 -2.875
H: 3.696 -2.661 -1.074
H: 2.345 -3.757 -0.809
H: 2.605 -1.015 0.007
H: 1.518 -1.657 1.901
H: 2.501 -3.066 1.493
H: 0.909 -4.840 2.343
H: -1.263 -6.003 1.971
H: -2.912 -5.020 0.385
H: -3.303 -2.032 -0.362
H: -3.239 -3.339 -1.520
H: -2.484 -0.907 -2.078
H: -2.266 -1.943 -4.014
H: -1.850 -3.424 -3.165
H: 0.073 -1.186 -3.918
H: 0.083 -2.865 -4.462
H: 0.364 -3.500 -2.162
N: 0.699 0.365 -2.004
C: 1.207 1.191 -2.671
N: 1.788 2.068 -3.385
C: 1.326 3.477 -3.471
C: 2.434 4.405 -2.986
C: 3.713 4.175 -3.794
C: 4.144 2.709 -3.712
C: 3.019 1.782 -4.164
H: 0.410 3.593 -2.899
H: 1.111 3.675 -4.523
H: 2.630 4.227 -1.925
H: 2.091 5.434 -3.091
H: 4.510 4.809 -3.410
H: 3.545 4.456 -4.837
H: 4.433 2.461 -2.687
H: 5.008 2.528 -4.351
H: 3.291 0.734 -4.044
H: 2.782 1.965 -5.214
C: 1.668 0.686 3.551
C: 0.198 0.355 3.774
C: -0.435 1.383 4.697
C: 0.012 -1.046 4.341
Sb: -0.813 0.384 1.733
C: -0.575 2.481 0.971
C: 0.905 2.646 0.615
C: -0.977 3.557 1.970
C: -1.473 2.590 -0.261
C: -3.013 0.064 2.125
C: -3.759 0.410 0.833
C: -3.540 0.931 3.259
C: -3.175 -1.412 2.486
H: 2.207 0.537 4.491
H: 1.803 1.729 3.266
H: 2.149 0.053 2.801
H: 0.146 1.403 5.625
H: -1.458 1.129 4.965
H: -0.418 2.390 4.290
H: 0.524 -1.102 5.306
H: 0.426 -1.828 3.699
H: -1.039 -1.265 4.526
H: 1.504 2.848 1.501
H: 1.025 3.505 -0.055
H: 1.322 1.769 0.118
H: -0.289 3.600 2.812
H: -1.989 3.414 2.350
H: -0.945 4.535 1.481
H: -1.362 1.743 -0.944
H: -1.231 3.504 -0.811
H: -2.520 2.667 0.022
H: -3.943 1.480 0.766
H: -4.736 -0.082 0.829
H: -3.214 0.110 -0.066
H: -3.319 1.989 3.118
H: -3.152 0.616 4.226
H: -4.628 0.823 3.300
H: -2.676 -2.084 1.785
H: -4.240 -1.664 2.499
H: -2.787 -1.624 3.482

E_HOMO (spin up / spin down)   -16.533 / -16.492 eV
F_max   2.6 eV/A
Charge   +3
<S²>   0.754
LUMO (spin up / spin down)   -9.46 / -9.24 eV
Spin multiplicity   2